[1]
Below is C23H19N3O2PtS3Sb as an isolated structure, with properties calculated with ωB97M-V/def2-TZVPD.

Structure (XYZ):
```
52
Properties=species:S:1:pos:R:3
Pt 0.09363 0.34505 -0.17140
C -4.22090 1.07748 -0.19428
O -3.47203 2.33025 -0.12846
C -2.19437 1.99464 -0.19450
N -1.91546 0.73512 -0.25001
C -3.14946 -0.04038 -0.15156
C -3.30191 -1.05949 -1.24783
C -2.77051 -0.84658 -2.51301
C -2.96045 -1.78647 -3.51423
C -3.68716 -2.94060 -3.25887
C -4.21666 -3.15669 -1.99486
C -4.02049 -2.22003 -0.99179
C -1.10620 2.97993 -0.18704
C -1.15888 4.33643 -0.08854
C 0.07795 5.05033 -0.06150
C 1.27809 4.37971 -0.09675
C 1.28522 2.98117 -0.18276
N 0.07721 2.33072 -0.27841
C 2.34691 2.03839 -0.15259
N 2.08923 0.74493 -0.11229
C 3.33759 -0.00559 -0.17216
C 4.38231 1.12860 -0.03044
O 3.64355 2.36919 -0.18736
C 3.45863 -1.04652 0.91297
C 3.99578 -2.29255 0.62580
C 4.11943 -3.24983 1.62374
C 3.69238 -2.96739 2.91172
C 3.14509 -1.72314 3.20014
C 3.03498 -0.76289 2.20718
H -4.77506 1.08125 -1.13241
H -4.90382 1.06075 0.65076
H -3.14184 -0.54767 0.81902
H -2.18722 0.04588 -2.71189
H -2.53230 -1.62088 -4.49375
H -3.83022 -3.67536 -4.03949
H -4.76972 -4.06183 -1.78419
H -4.40067 -2.40739 0.00504
H -2.10916 4.84497 -0.02015
H 0.06828 6.12716 0.01237
H 2.21576 4.91589 -0.04495
H 3.41105 -0.49849 -1.14653
H 5.15644 1.10466 -0.79393
H 4.83481 1.13584 0.96124
H 4.29613 -2.52650 -0.38846
H 4.53179 -4.22195 1.38910
H 3.77419 -3.71713 3.68707
H 2.79360 -1.50205 4.20001
H 2.57125 0.19108 2.42537
S -2.50144 -2.71560 2.50219
Sb -0.25989 -2.06515 2.24078
S -0.23924 0.32158 2.45896
S 0.11379 -1.99287 -0.11709
```

Calculated values
Molar mass = 782.46 g mol⁻¹
Lowest unoccupied orbital energy (spin up / spin down) = -0.39 / -2.07 eV
Gap between HOMO and LUMO (spin up / spin down) = 5.76 / 5.44 eV
Max |F| = 0.497 eV/Å
Multiplicity = 4
Charge = 0
HOMO energy (spin up / spin down) = -6.159 / -7.515 eV

Mulliken charges in e: 0.1178 -0.5818 -0.4830 0.5306 0.1244 0.2356 0.3385 0.0250 -0.8174 -0.3913 -0.7527 -0.3624 0.0472 -0.2494 -0.5528 -0.5836 -0.1585 -0.3771 0.8012 0.0626 -0.1799 -0.5885 -0.5000 0.6246 -0.5487 -0.6383 -0.3724 -0.7139 -0.4957 0.3572 0.3382 -0.1219 0.3422 0.3821 0.4019 0.3983 0.3551 0.5257 0.4257 0.4884 0.4952 0.3012 0.3725 0.3634 0.3967 0.4029 0.4245 0.4732 -0.4060 0.6875 -0.3802 -0.5841


[2]
Below is a 5-piece molecular cluster, C9H19Cl8NO2 overall, with properties calculated with ωB97M-V/def2-TZVPD.

Structure (XYZ):
```
39
Properties=species:S:1:pos:R:3
C 0.59389 -0.36140 -0.23783
N 0.10880 -1.53274 0.55342
O -0.94660 -2.08625 0.20849
O 0.73737 -1.87413 1.54930
H -0.00024 0.43450 0.21125
H 0.31721 -0.35445 -1.29210
H 1.66642 -0.29975 -0.05351
Cl 4.61293 -0.16477 6.46195
C 5.18672 1.28987 5.50145
C 4.02201 1.91434 4.68432
Cl 4.48424 3.54943 3.99146
H 5.96280 0.82532 4.89318
H 5.55158 1.99187 6.25122
H 3.18339 2.13937 5.34324
H 3.79300 1.34036 3.78644
Cl -2.11951 0.87266 5.34349
C -3.71065 1.18377 4.65605
C -4.14215 2.69018 4.56990
Cl -3.20939 3.75736 3.43896
H -4.33130 0.80277 5.46706
H -3.68134 0.60891 3.73042
H -4.31293 3.13959 5.54815
H -5.17078 2.78542 4.22212
Cl 4.56010 -3.06599 -3.34975
C 3.80746 -4.07511 -4.63473
C 2.84315 -3.27010 -5.46535
Cl 2.12287 -4.18233 -6.76989
H 3.20077 -4.81786 -4.11671
H 4.59572 -4.45772 -5.28307
H 3.34277 -2.44852 -5.97866
H 2.15746 -2.74480 -4.80052
Cl -3.25411 2.04351 -3.43832
C -4.68832 1.21022 -4.18953
C -4.37879 0.50172 -5.52759
Cl -3.50243 -0.97597 -5.31117
H -5.47611 1.93742 -4.38617
H -4.88469 0.49053 -3.39482
H -3.71011 1.00890 -6.22311
H -5.33137 0.19399 -5.95886
```

Calculated values
Molar mass = 456.88 g mol⁻¹
Lowest unoccupied orbital energy = 0.19 eV
Gap between HOMO and LUMO = 10.96 eV
Structure (SMILES) = C[N+](=O)[O-].ClCCCl.ClCCCl.ClCCCl.ClCCCl
Max |F| = 2.297 eV/Å
Charge = 0
HOMO energy = -10.778 eV

Mulliken charges in e: -0.6758 0.8228 -0.5108 -0.5002 0.2923 0.2866 0.2830 -0.2040 -0.4098 -0.3723 -0.2098 0.3028 0.3064 0.3032 0.2839 -0.1778 -0.3968 -0.4553 -0.1917 0.2511 0.3293 0.3349 0.3066 -0.1992 -0.3827 -0.4586 -0.1821 0.2949 0.3148 0.3000 0.3132 -0.1997 -0.4079 -0.3929 -0.1753 0.3025 0.2972 0.3058 0.2714


[3]
Below is the molecule C6H12O, with properties calculated with ωB97M-V/def2-TZVPD.

Structure (XYZ):
```
19
Properties=species:S:1:pos:R:3
C 2.79444 0.63707 0.44918
C 1.73260 -0.13720 -0.31465
O 0.60752 -0.10515 0.53771
C -0.46198 -0.96704 0.32547
C -1.63121 -0.56939 1.15970
C -1.74203 -0.50882 -0.34276
C -1.91896 0.80546 -1.06622
H 3.04161 0.10338 1.37244
H 2.38244 1.61128 0.73111
H 3.70915 0.79197 -0.12944
H 2.06261 -1.17035 -0.51245
H 1.50695 0.33270 -1.28421
H -0.19665 -2.02244 0.21855
H -1.45773 0.38443 1.65403
H -2.19575 -1.29167 1.73943
H -2.31542 -1.32995 -0.77219
H -1.89920 0.66029 -2.15224
H -2.88595 1.25629 -0.81212
H -1.13246 1.51917 -0.80135
```

Calculated values
Molar mass = 100.16 g mol⁻¹
Lowest unoccupied orbital energy = 1.17 eV
Gap between HOMO and LUMO = 10.35 eV
Structure (SMILES) = CCO[C@H]1C[C@H]1C
Max |F| = 0.232 eV/Å
Energy relative to the best compared isomer or geometry (same formula, charge and spin) = 154.7 kJ/mol
Charge = 0
HOMO energy = -9.182 eV

Mulliken charges in e: -1.1807 -0.2011 -0.3075 -0.1466 -0.7767 0.2318 -1.3520 0.2876 0.2892 0.3844 0.3092 0.2579 0.3822 0.2285 0.2854 0.3723 0.3291 0.3350 0.2719


[4]
Below is the molecule C19H17Cl2N3O3, with properties calculated with ωB97M-V/def2-TZVPD.

Structure (XYZ):
```
44
Properties=species:S:1:pos:R:3
O -1.11058 -2.87501 -0.57153
C -1.07228 -1.73968 -0.12705
N 0.07752 -1.19860 0.34620
C 1.33406 -1.89478 0.16921
H 1.81757 -2.04384 1.13817
H 1.12738 -2.85900 -0.29628
C 2.23461 -1.04267 -0.72717
N 2.40433 0.28105 -0.15982
C 3.59391 0.95382 -0.19313
C 3.66239 2.30208 -0.58649
C 4.86528 2.95935 -0.71076
C 6.06665 2.30431 -0.46150
C 6.03398 0.99807 -0.03143
C 4.81932 0.33538 0.14178
N 4.88719 -0.93112 0.80337
O 5.90027 -1.58918 0.66766
O 3.95711 -1.25646 1.51938
H 6.94018 0.46681 0.21798
H 7.00688 2.81660 -0.58351
H 4.87316 3.99047 -1.03089
H 2.75309 2.82418 -0.83803
C 1.14491 0.96586 0.01344
H 1.31067 1.93141 0.49073
C 0.26149 0.10379 0.93100
H 0.78275 -0.02280 1.88739
H -0.69144 0.59392 1.11984
H 0.63554 1.11634 -0.95039
H 3.19494 -1.53119 -0.87747
H 1.75108 -0.93888 -1.71165
C -2.28522 -0.88346 -0.08119
C -3.48463 -1.44476 0.07171
C -4.77497 -0.76932 0.07030
C -5.87141 -1.44761 -0.47089
C -7.12637 -0.88030 -0.54135
C -7.31811 0.39830 -0.03817
C -6.26582 1.09202 0.53614
C -5.00971 0.50991 0.58367
Cl -3.76624 1.41115 1.37342
H -6.42106 2.07716 0.94658
Cl -8.87633 1.13051 -0.10879
H -7.95175 -1.42133 -0.97534
H -5.71522 -2.44215 -0.86037
H -3.52336 -2.52323 0.16687
H -2.17177 0.17289 -0.26164
```

Calculated values
Molar mass = 406.27 g mol⁻¹
Lowest unoccupied orbital energy = -0.39 eV
Gap between HOMO and LUMO = 7.96 eV
Structure (SMILES) = O=C(/C=C/c1ccc(Cl)cc1Cl)N1CCN(c2ccccc2[N+](=O)[O-])CC1
Max |F| = 1.361 eV/Å
Energy relative to the best compared isomer or geometry (same formula, charge and spin) = 455.3 kJ/mol
Charge = 0
HOMO energy = -8.342 eV

Mulliken charges in e: -0.7022 0.5154 0.1319 -0.8874 0.3637 0.4353 -0.8938 0.3916 0.8161 -0.5439 -0.6220 -0.6831 -0.5844 0.0173 0.9263 -0.6317 -0.5357 0.4708 0.3823 0.3840 0.4402 -0.7797 0.6323 -0.9999 0.2672 0.3983 0.2625 0.4080 0.4260 -0.5491 -0.7030 0.2715 -0.3423 -0.7475 0.4499 -0.7910 0.5527 -0.2158 0.4323 -0.2091 0.4164 0.4130 0.4200 0.7969


[5]
Below is a 5-piece molecular cluster, C34H82N2O21P5 overall, with properties calculated with ωB97M-V/def2-TZVPD.

Structure (XYZ):
```
144
Properties=species:S:1:pos:R:3
C -1.73812 2.04989 -1.08454
C -0.41253 1.25962 -1.56587
N -0.16079 0.12523 -0.63466
C 0.58143 -0.99709 -1.26707
C -0.26567 -1.83846 -2.33524
C -1.41574 -2.75399 -1.70515
C -2.51389 -1.97444 -0.83726
O -2.17143 -1.82539 0.56700
C -2.01169 -3.10284 1.22758
P -0.60103 -3.14902 2.49422
O -0.63143 -4.56927 3.11884
O 0.93506 -2.89702 1.81327
O -0.93608 -2.08556 3.79376
C -1.81440 -4.33571 0.20241
N -0.88050 -3.94941 -0.92646
C 0.42816 0.55097 0.64911
C 1.87917 1.22545 0.68458
O -0.23579 0.38906 1.71022
H -2.34981 2.37747 -2.00728
H -1.50248 3.00239 -0.48973
H -2.44401 1.42306 -0.44694
H 0.44148 2.03380 -1.53569
H -0.59966 0.91976 -2.64876
H 1.08493 -1.70062 -0.50054
H 1.46191 -0.52446 -1.85558
H 0.46913 -2.54830 -2.87906
H -0.72153 -1.19436 -3.17502
H -1.98435 -3.21634 -2.59894
H -2.59338 -0.89934 -1.24734
H -3.56620 -2.42281 -0.97471
H -2.98034 -3.28640 1.82677
H 1.60538 -2.69398 2.51487
H -0.88874 -2.63947 4.61073
H -1.39915 -5.27826 0.71644
H -2.85870 -4.63698 -0.17835
H -0.88879 -4.76889 -1.57088
H 0.10050 -3.83094 -0.62175
H 2.16666 1.67409 -0.33096
H 2.68150 0.45871 0.99702
H 1.82355 2.09159 1.43232
O -2.00670 -1.39746 7.58663
P -2.11288 -0.42335 8.76802
O -3.44798 0.38028 8.20645
C -4.71198 -0.25826 8.32588
C -5.21374 -0.22611 9.75784
O -0.91449 0.58140 8.20425
C 0.18975 0.04904 7.47772
C -0.00993 0.27975 5.99123
O -2.17383 0.54098 10.17875
C -1.77860 1.91058 10.25036
C -2.59716 2.86457 9.40276
H -4.65078 -1.28928 7.96084
H -5.40922 0.28342 7.68218
H -4.57245 -0.82677 10.40982
H -6.23122 -0.62134 9.81993
H -5.20622 0.79310 10.14993
H 0.33700 -1.00905 7.70622
H 1.08945 0.57388 7.81144
H -0.99046 -0.06009 5.65308
H 0.75891 -0.23581 5.40995
H 0.04112 1.34770 5.76496
H -0.71031 2.01135 10.04690
H -1.90913 2.19752 11.29857
H -2.40891 2.72048 8.33725
H -2.34071 3.89951 9.64474
H -3.66684 2.72403 9.57287
O -5.90961 -4.94319 -0.60186
P -6.90095 -6.05923 -0.96432
O -7.48608 -5.32872 -2.33097
C -6.68032 -5.35410 -3.50053
C -6.69232 -6.72581 -4.14980
O -8.04739 -5.56254 0.13002
C -7.66011 -4.97154 1.36995
C -7.80767 -3.46276 1.29361
O -7.89529 -7.40655 -1.30527
C -9.31075 -7.44811 -1.11434
C -10.10627 -6.47804 -1.96528
H -5.65532 -5.04888 -3.26048
H -7.09452 -4.61812 -4.19373
H -6.21209 -7.46762 -3.50435
H -6.15969 -6.70650 -5.10448
H -7.71550 -7.06501 -4.32319
H -6.64446 -5.26500 1.64492
H -8.32445 -5.36418 2.14447
H -7.31362 -3.04841 0.41236
H -7.39351 -2.98452 2.18483
H -8.86298 -3.19137 1.21233
H -9.55681 -7.34548 -0.05541
H -9.61270 -8.46286 -1.39180
H -9.95323 -5.44454 -1.64905
H -11.17505 -6.69208 -1.88225
H -9.81952 -6.54941 -3.01678
O 1.72456 1.27075 -4.34623
P 1.77552 1.77543 -5.79527
O 3.10222 0.88733 -6.23685
C 2.92543 -0.49950 -6.48754
C 2.24127 -0.73676 -7.82137
O 2.51777 3.20690 -5.39655
C 2.23643 3.84665 -4.15249
C 3.35506 3.57322 -3.16338
O 1.67034 2.34544 -7.40318
C 2.53638 3.32250 -7.98298
C 3.99379 2.91702 -8.08145
H 2.35575 -0.96153 -5.67312
H 3.91880 -0.95425 -6.50044
H 1.21513 -0.35680 -7.80698
H 2.20785 -1.80455 -8.05435
H 2.76545 -0.21621 -8.62535
H 1.26533 3.53412 -3.76075
H 2.17118 4.92171 -4.34162
H 3.58540 2.50826 -3.09053
H 3.09526 3.94434 -2.16820
H 4.27457 4.06573 -3.48845
H 2.42223 4.28319 -7.47643
H 2.16213 3.47724 -8.99982
H 4.46831 2.87535 -7.09928
H 4.54749 3.64254 -8.68322
H 4.09864 1.93259 -8.54283
O 6.81573 3.68439 -1.55922
P 7.46266 4.60257 -0.51366
O 7.83988 5.82238 -1.56897
C 6.79209 6.67789 -2.00372
C 6.38964 7.65550 -0.91480
O 8.90814 3.78180 -0.50870
C 8.94128 2.37137 -0.71678
C 9.35144 2.06779 -2.14617
O 8.07522 5.56663 0.75905
C 9.46035 5.80006 1.01415
C 10.20356 6.53939 -0.08105
H 5.92998 6.08492 -2.32880
H 7.16438 7.22930 -2.87038
H 5.94208 7.13099 -0.06510
H 5.66142 8.37780 -1.29352
H 7.25965 8.19636 -0.53662
H 7.98116 1.91443 -0.46619
H 9.68120 1.95334 -0.02832
H 8.75333 2.62550 -2.86938
H 9.25590 1.00051 -2.36138
H 10.39051 2.36386 -2.31054
H 9.96289 4.86714 1.27855
H 9.49063 6.41917 1.91635
H 10.32797 5.92148 -0.97217
H 11.20149 6.82223 0.26458
H 9.66997 7.44524 -0.37704
```

Calculated values
Molar mass = 1009.89 g mol⁻¹
Lowest unoccupied orbital energy = -3.85 eV
Gap between HOMO and LUMO = 7.30 eV
Max |F| = 9.543 eV/Å
Energy relative to the best compared isomer or geometry (same formula, charge and spin) = 1094.0 kJ/mol
Charge = +1
HOMO energy = -11.145 eV

Mulliken atomic charge list, values in e, 99 entries: -1.2152 0.1849 1.0314 -0.5089 -1.0975 0.2209 -0.6537 -0.3125 0.3744 0.7578 -0.7393 -0.5294 -0.2887 -1.0542 -0.0360 -0.0515 -0.7597 -0.5639 0.3488 0.3182 0.2447 -0.1209 0.0756 0.3778 0.3007 0.3488 0.3431 0.2407 0.2340 0.2364 0.3415 0.3167 0.3072 0.4622 0.2329 0.4875 0.4845 0.0442 0.2357 0.3535 -0.6948 1.1140 -0.2589 -0.3589 -0.9731 -0.3178 -0.5301 -0.9634 -0.4278 -0.1638 -0.8855 0.2787 0.3142 0.2897 0.4018 0.1888 0.3506 0.3313 0.2492 0.3428 0.3336 0.2311 0.3551 0.2251 0.3996 0.1778 -0.6431 1.1726 -0.2879 -0.1998 -0.9680 -0.4056 -0.3130 -1.1188 -0.4468 -0.2054 -0.8797 0.1066 0.3148 0.2872 0.4062 0.1897 0.2975 0.3337 0.2542 0.3728 0.3336 0.2408 0.3618 0.2289 0.4066 0.1739 -0.6635 1.1579 -0.2526 -0.1991 -0.9766 -0.3824 -0.4040


[6]
Below is C6H12N2O as an isolated structure, with properties calculated with ωB97M-V/def2-TZVPD.

Structure (XYZ):
```
21
Properties=species:S:1:pos:R:3
C -0.38975 0.66006 -0.24696
C 0.24054 -0.99604 -0.20720
C -2.17147 -1.20611 0.67060
C 1.90579 0.65903 1.40468
C -1.25617 -0.84752 -0.49342
C 1.46185 0.51275 -0.02582
N -0.63229 1.39336 -1.36031
N 2.22606 0.79874 -0.98962
O -1.68166 -0.97733 -1.68192
H -0.51397 1.05643 0.75134
H -0.00494 2.13351 -1.63874
H -1.09422 0.85603 -2.10169
H 1.80415 0.63272 -1.90615
H 0.75242 -1.41663 -1.06183
H 0.48195 -1.42725 0.75764
H -2.45098 -2.25721 0.57731
H -1.70634 -1.05649 1.64946
H -3.07607 -0.60059 0.61122
H 1.08174 0.56406 2.11275
H 2.38176 1.63087 1.54019
H 2.64162 -0.11236 1.63848
```

Calculated values
Molar mass = 128.17 g mol⁻¹
Lowest unoccupied orbital energy (spin up / spin down) = 0.26 / 0.26 eV
Gap between HOMO and LUMO (spin up / spin down) = 8.30 / 8.30 eV
Max |F| = 1.598 eV/Å
Energy relative to the best compared isomer or geometry (same formula, charge and spin) = 462.4 kJ/mol
Charge = 0
HOMO energy (spin up / spin down) = -8.042 / -8.043 eV

Mulliken charges in e: -0.3503 -0.7494 -1.3421 -1.3635 1.1517 0.8490 -0.5191 -0.7545 -0.8518 0.3883 0.2991 0.2275 0.2887 0.3259 0.3215 0.3599 0.3136 0.3466 0.3402 0.3853 0.3333